Molecular formula: C20H31GdO3
Method: DFT, the ωB97M-V functional and the def2-TZVPD basis

Summary:
HOMO (alpha / beta), eV: -4.96 / -4.69
Frontier orbital gap (alpha / beta), eV: 5.38 / 5.21
ΔE to the lowest compared entry with this formula, charge and spin, kJ/mol: 0.00
2S+1: 8

The geometry in XYZ format:
```
55
Properties=species:S:1:pos:R:3:forces:R:3
O 0.373668 0.483570 -2.140814 -0.4 0.4 -2.9
C -0.622019 0.766242 -3.260282 0.1 -0.1 1.0
C 0.365145 0.375287 -4.343363 0.2 -0.1 0.2
H -0.879629 1.829724 -3.239196 -0.1 -0.3 0.1
H -1.498116 0.111251 -3.173265 0.2 0.3 0.2
C 1.395771 0.226369 -3.206576 0.4 0.1 -0.1
H 0.568216 1.157926 -5.083087 0.0 -0.3 0.2
H 0.141984 -0.577198 -4.838287 0.0 0.3 0.1
C 2.426919 1.338657 -3.234043 0.2 0.0 0.2
H 1.944492 2.324571 -3.186042 0.1 -0.3 0.0
H 3.005020 1.266381 -4.168560 -0.2 0.0 0.2
H 3.126687 1.241148 -2.395951 -0.1 0.1 -0.1
C 2.005895 -1.153918 -3.057229 0.1 0.0 0.1
H 1.238597 -1.930861 -3.168738 0.3 0.2 0.1
H 2.494010 -1.262129 -2.076387 -0.2 0.0 -0.3
H 2.773264 -1.288000 -3.834029 -0.2 0.0 0.2
Gd -0.264949 -0.028759 0.051568 0.3 2.4 0.5
C -0.562105 -2.381305 0.921484 -0.8 -1.0 -0.7
C -1.889667 -1.871202 0.764822 0.2 -1.1 -0.4
C -2.135482 -1.706951 -0.635705 0.3 -0.6 0.1
H -2.622026 -1.744133 1.568406 0.4 0.2 -0.4
C -0.959683 -2.114576 -1.338965 -0.3 -0.9 0.9
C 0.021881 -2.519120 -0.376013 -1.1 -0.8 -0.1
H 0.992332 -2.973128 -0.598161 -0.4 0.4 0.1
H -0.117787 -2.723097 1.855839 0.0 0.4 -0.3
H -3.076098 -1.397129 -1.097816 0.4 0.0 0.2
H -0.864677 -2.212576 -2.415646 0.0 0.3 0.2
C 0.990321 0.766157 2.313542 0.8 0.2 -0.1
C 1.906448 -0.122407 1.488907 -0.6 -0.4 0.8
C 2.339870 0.576759 0.374607 0.6 1.9 -0.8
H 2.225095 -1.104955 1.847231 0.0 0.4 -0.2
C 1.722412 1.895279 0.363501 1.3 -1.1 -0.3
C 0.908523 2.032678 1.477321 -0.8 -0.4 0.5
H 0.291728 2.885591 1.774561 0.4 -0.3 -0.2
H 1.305117 0.859204 3.375178 -0.1 0.3 -0.3
H 3.078782 0.230613 -0.352057 -0.3 0.1 0.3
H 1.893456 2.648683 -0.407730 -0.1 -0.3 0.3
O -0.321572 2.586388 -7.038765 -0.1 0.3 -1.6
C 0.666160 2.003452 -7.923206 0.2 -0.6 0.3
C 0.507944 2.591832 -9.335852 -0.2 0.6 0.6
H 0.509480 0.907773 -7.955639 0.0 0.4 0.1
H 1.666146 2.177739 -7.492064 -0.3 0.0 -0.2
C -0.965898 3.044728 -9.346401 0.1 -0.8 0.5
H 0.747645 1.869377 -10.118315 0.0 0.1 0.1
H 1.156911 3.471653 -9.437556 -0.1 -0.2 -0.1
C -1.203734 3.398172 -7.866303 0.0 0.5 0.2
H -1.600942 2.193355 -9.629802 0.1 0.3 0.0
H -1.158605 3.879170 -10.024822 0.0 -0.1 0.2
H -2.244213 3.236248 -7.546536 0.4 -0.1 -0.1
H -0.970441 4.470524 -7.714465 0.0 -0.4 0.1
C -0.601996 -0.547491 3.654196 0.3 0.2 -0.4
O -0.361328 0.139266 2.414152 -0.5 -0.1 1.3
H 0.348959 -0.929106 4.061249 -0.3 0.0 -0.1
H -1.277540 -1.385376 3.453159 0.1 0.2 0.1
H -1.036206 0.154653 4.376487 0.0 -0.2 -0.1
```
Forces are in eV/Å.



Molecular formula: C18H33Cl12N3
Method: DFT, the ωB97M-V functional and the def2-TZVPD basis

Summary:
HOMO, eV: -10.84
Frontier orbital gap, eV: 10.92
ΔE to the lowest compared entry with this formula, charge and spin, kJ/mol: 194.08

The geometry in XYZ format:
```
66
Properties=species:S:1:pos:R:3:forces:R:3
C 35.752895 -0.514123 -23.184544 0.4 0.3 0.2
C 35.979758 0.792033 -23.800201 -1.2 -3.6 1.1
N 36.134378 1.815077 -24.227529 0.6 3.5 -1.5
H 36.314776 -0.406435 -22.256748 -0.1 -0.7 0.2
H 36.143563 -1.319976 -23.805901 0.2 0.1 0.1
H 34.710956 -0.743744 -22.961527 0.0 0.4 -0.1
C 27.154143 -6.165992 -19.631105 0.6 -0.7 0.3
C 26.470451 -7.388262 -19.178023 -1.9 -2.0 -0.4
N 25.892472 -8.383962 -18.956987 1.5 2.4 -0.2
H 28.121838 -6.230914 -19.133668 0.0 0.7 0.2
H 26.626453 -5.234540 -19.426060 0.1 -0.3 0.3
H 27.421492 -6.191203 -20.687511 -0.4 -0.3 -0.1
C 31.883620 2.112743 -21.051628 -0.1 0.6 0.1
C 33.052610 2.808054 -20.547618 0.7 0.6 0.6
N 33.949061 3.366535 -20.085707 -0.4 -0.4 -0.4
H 31.460087 2.680513 -21.880100 0.2 -0.3 -0.4
H 31.096495 2.144895 -20.298300 0.4 -0.3 0.1
H 32.172463 1.094433 -21.311865 -0.4 0.1 -0.1
Cl 31.722457 -0.924941 -18.319873 -0.3 -0.7 0.0
C 33.490205 -0.835053 -18.368467 0.4 1.7 0.3
C 33.961329 -0.017977 -17.147189 0.3 -0.4 0.0
Cl 33.180352 1.602598 -16.921124 0.5 -0.9 -0.3
H 33.693262 -0.301154 -19.296805 0.2 0.0 0.1
H 34.035520 -1.778214 -18.403005 -0.6 -0.2 0.2
H 35.043418 0.102463 -17.198942 0.0 0.4 -0.3
H 33.835601 -0.597561 -16.232655 -0.5 0.1 0.0
Cl 32.814150 -7.405505 -19.131338 -0.3 0.2 0.2
C 31.888509 -7.969959 -20.530477 -0.7 -0.2 -1.1
C 30.496766 -7.291319 -20.706921 0.1 -1.2 0.6
Cl 29.540885 -8.058801 -22.091157 1.0 0.8 0.5
H 31.753348 -9.047983 -20.442673 0.0 0.1 0.2
H 32.536742 -7.811470 -21.392309 -0.2 0.2 -0.1
H 30.565888 -6.203835 -20.733401 -0.2 -0.2 -0.6
H 29.838872 -7.590906 -19.891121 0.4 0.3 0.3
Cl 32.287537 -1.690774 -21.838144 0.1 0.0 0.1
C 30.662553 -2.395975 -22.144639 0.4 0.3 -0.4
C 30.086942 -2.972604 -20.861167 0.2 0.1 -0.6
Cl 28.554940 -3.751834 -21.345557 -0.2 0.1 0.2
H 30.815011 -3.097920 -22.964472 -0.1 -0.4 0.4
H 30.074870 -1.579801 -22.564858 -0.2 0.0 0.4
H 29.913049 -2.183577 -20.129528 -0.2 -0.2 -0.1
H 30.715864 -3.742923 -20.414875 0.1 0.1 -0.1
Cl 30.209791 -3.962631 -28.699242 -0.1 0.5 -0.2
C 30.595917 -4.760575 -27.206391 0.5 -0.5 2.7
C 31.579953 -4.000764 -26.247065 0.0 0.3 -2.2
Cl 32.050015 -5.017655 -24.881701 -0.1 0.0 0.0
H 31.019313 -5.740959 -27.424755 0.1 0.2 -0.1
H 29.741254 -4.924426 -26.550035 -0.6 -0.1 -0.7
H 31.206041 -3.040402 -25.892126 -0.3 -0.3 0.1
H 32.426616 -3.777925 -26.896378 0.5 0.0 0.5
Cl 28.890879 1.244301 -23.550584 -0.6 -0.1 0.5
C 27.457719 1.158303 -22.465736 -0.2 -0.6 1.1
C 27.783120 1.447132 -20.992801 1.5 0.8 0.2
Cl 29.261258 0.531310 -20.327725 -1.4 0.0 -0.6
H 26.997538 0.170229 -22.472561 0.4 -0.2 -0.6
H 26.693114 1.849748 -22.819833 0.3 0.2 0.0
H 26.993994 1.297094 -20.256004 -0.2 -0.4 -0.5
H 28.108951 2.478596 -20.858551 -0.1 0.0 -0.2
Cl 27.100746 -3.239462 -17.590160 0.4 1.3 -0.5
C 27.327933 -1.441062 -17.954584 -2.0 -0.5 -0.3
C 28.054213 -0.782612 -16.872488 1.4 0.6 1.1
Cl 27.800927 0.967037 -17.059858 0.1 0.7 -0.2
H 26.358275 -0.946422 -17.897953 -0.5 -0.7 -0.2
H 27.684288 -1.194943 -18.954856 0.5 -0.8 0.1
H 29.128801 -0.957430 -16.925495 -0.1 0.0 0.4
H 27.635807 -0.949778 -15.879972 0.3 -0.6 -0.2
```
Forces are in eV/Å.



Molecular formula: C2H8O2
Method: DFT, the ωB97M-V functional and the def2-TZVPD basis

Summary:
HOMO (alpha / beta), eV: -17.30 / -16.15
Frontier orbital gap (alpha / beta), eV: 13.26 / 5.71
ΔE to the lowest compared entry with this formula, charge and spin, kJ/mol: 20.85
2S+1: 2
Charge: +1

The geometry in XYZ format:
```
12
Properties=species:S:1:pos:R:3:forces:R:3
C -1.210887 0.190623 -0.152941 0.4 0.7 -0.5
O -0.168609 0.726920 -0.943299 0.2 -0.1 0.1
C -0.565171 -0.802377 0.846531 0.4 -0.6 0.7
H -1.588727 1.046652 0.400749 -0.2 -0.1 0.0
H -1.935328 -0.274194 -0.827342 0.0 -0.3 0.2
H 0.084184 0.150035 -1.697676 -0.2 -0.1 0.1
H 0.097414 -1.534203 0.390863 -0.2 0.0 -0.3
H -0.011632 -0.274364 1.614283 0.1 0.4 -0.1
H -1.360826 -1.317705 1.371087 -0.4 -0.1 -0.2
H 2.402882 0.957386 -1.082457 0.2 0.1 0.6
H 1.773700 0.696069 0.344608 0.5 0.4 -0.2
O 2.483000 0.435157 -0.264405 -0.8 -0.4 -0.4
```
Forces are in eV/Å.



Molecular formula: C4H14NO2
Method: DFT, the ωB97M-V functional and the def2-TZVPD basis

Summary:
HOMO, eV: -14.68
Frontier orbital gap, eV: 11.84
ΔE to the lowest compared entry with this formula, charge and spin, kJ/mol: 149.86
Charge: +1

The geometry in XYZ format:
```
21
Properties=species:S:1:pos:R:3:forces:R:3
C 1.042216 1.393750 0.405021 1.9 0.4 2.0
N 0.407573 -0.014681 0.678932 -1.2 0.5 -2.6
C -0.707157 -0.089334 -0.384229 -0.1 0.0 0.6
C -0.558124 1.013500 -1.367780 -0.1 0.4 -3.5
C 0.383992 2.061432 -0.748191 -3.1 1.7 -0.7
H 1.078009 2.192516 1.242102 -0.3 -2.3 -0.6
H 2.072856 1.106100 0.202439 0.1 0.4 -0.1
H -0.030839 -0.346770 1.569131 0.3 0.6 0.0
H 0.931406 -0.813531 0.312029 1.1 0.4 0.5
H -1.584735 0.058032 0.150252 -1.7 0.6 1.2
H -0.834216 -1.072321 -0.778729 0.6 -0.5 -0.2
H -0.090613 0.750338 -2.401696 -0.7 -0.3 1.9
H -1.615173 1.327138 -1.686317 1.6 0.1 0.7
H -0.228983 2.986126 -0.461855 0.7 -1.4 0.2
H 0.996439 2.501018 -1.520969 0.8 -0.4 0.1
H -0.655749 -1.142693 3.568787 -0.1 -0.2 0.9
H -1.580806 -1.877550 2.505626 0.6 0.5 0.5
O -0.871291 -1.218554 2.649734 -0.7 -0.4 -1.0
H 1.255895 -3.225673 -1.038714 1.5 -1.0 0.3
H 0.100152 -2.897360 -1.892427 0.2 0.5 1.1
O 0.489149 -2.691482 -1.003146 -1.4 0.3 -1.4
```
Forces are in eV/Å.



Molecular formula: C20H25BrI2N4O9P2Ti
Method: DFT, the ωB97M-V functional and the def2-TZVPD basis

Summary:
HOMO (alpha / beta), eV: -10.85 / -11.30
Frontier orbital gap (alpha / beta), eV: 8.06 / 8.56
ΔE to the lowest compared entry with this formula, charge and spin, kJ/mol: 104.46
2S+1: 2
Charge: +1

The geometry in XYZ format:
```
64
Properties=species:S:1:pos:R:3:forces:R:3
Ti -0.386304 -0.573978 0.607014 0.2 -0.4 0.3
I 0.937404 3.265177 0.078957 0.0 0.0 -0.1
C 2.234009 2.930768 -1.575315 0.0 0.0 0.0
I 4.126398 2.132405 -1.066379 0.0 0.1 0.0
H 2.399741 3.887212 -2.052965 0.0 0.0 0.0
H 1.749254 2.229203 -2.243574 0.0 0.0 0.0
Br -2.906217 1.907914 1.509981 -0.1 0.0 0.1
C -2.770169 1.298546 -0.259074 0.2 0.0 -0.1
C -3.749339 1.561578 -1.193452 -0.1 0.0 -0.1
C -3.523756 1.154921 -2.503948 -0.1 0.0 0.0
C -2.323472 0.558375 -2.852777 0.1 0.0 0.0
C -1.394446 0.342079 -1.853748 -0.1 0.3 0.0
N -1.638323 0.675114 -0.575270 -0.3 -0.1 0.0
C 0.039381 -0.090349 -2.116034 0.2 0.2 -0.1
O 0.435727 -0.114544 -3.256462 0.1 -0.1 0.1
O 0.724504 -0.283548 -1.025647 -0.3 -0.4 0.0
H -4.652849 2.077917 -0.906268 0.0 0.0 0.0
H -4.275826 1.342683 -3.258760 0.0 0.0 0.0
H -2.080609 0.290646 -3.870548 0.0 0.0 0.0
N -2.389133 -4.356169 1.937084 0.0 -0.2 0.0
C -1.367205 -3.485517 2.649958 0.0 0.0 0.1
C -1.040686 -4.130082 3.990236 0.0 0.0 0.0
P 0.069189 -3.611364 1.471655 0.0 -0.1 0.0
O 1.334956 -3.126423 2.322343 0.0 -0.1 0.0
O 0.086383 -5.049254 1.125433 0.0 0.0 -0.1
O -0.138736 -2.584447 0.375047 0.3 0.6 0.2
P -2.095069 -1.812012 2.841316 0.1 0.0 0.1
O -3.569067 -2.239088 3.337023 -0.1 0.1 0.0
O -1.341661 -1.021273 3.827319 -0.1 0.0 0.0
O -2.232991 -1.315636 1.406322 0.4 0.4 0.0
H -1.847635 -5.123068 1.489947 0.0 0.0 0.0
H -2.884080 -3.821868 1.218471 0.1 0.0 -0.1
H -3.074721 -4.727258 2.594373 0.0 0.1 0.0
H -0.537531 -5.089922 3.860635 0.0 0.0 0.0
H -1.950023 -4.283670 4.576822 0.0 0.0 0.0
H -0.397819 -3.457270 4.553573 0.0 0.0 0.0
H 1.889357 -3.870984 2.593890 0.0 0.0 0.0
H -3.882164 -1.685986 4.065905 0.0 -0.1 -0.1
C 4.393783 1.501346 4.603676 0.0 0.1 0.0
N 3.673142 0.705623 3.624592 0.0 0.0 0.0
N 2.317440 0.831470 3.459051 -0.1 -0.1 -0.1
C 1.976659 0.249046 2.285737 0.2 0.2 -0.1
O 0.742762 0.202734 1.930965 -0.4 -0.3 -0.3
C 3.147604 -0.195311 1.663078 -0.1 0.0 0.0
C 4.179728 0.129284 2.515863 -0.1 0.0 0.0
C 5.645664 -0.019217 2.328670 0.0 0.0 0.0
C 1.415299 1.167374 4.516407 0.0 0.0 0.1
C 0.572683 2.253318 4.350273 0.0 0.0 0.0
C -0.337089 2.553688 5.351484 0.0 0.0 0.0
C -0.381015 1.783860 6.504840 0.0 0.0 0.0
C 0.475037 0.702946 6.660291 0.0 0.0 0.0
C 1.373137 0.380051 5.656687 0.0 0.0 0.0
H 3.685310 1.883025 5.332823 0.0 0.0 0.0
H 4.899551 2.338515 4.122245 0.0 0.0 0.0
H 5.120259 0.876599 5.118615 0.0 0.0 0.0
H 3.209861 -0.666437 0.697599 0.0 0.0 0.0
H 5.845288 -0.538766 1.395372 0.0 0.0 0.0
H 6.094076 -0.587014 3.144750 0.0 0.0 0.0
H 6.131159 0.957667 2.288761 0.0 0.0 0.0
H 0.634867 2.843747 3.445209 0.0 0.0 0.0
H -1.004547 3.396948 5.235592 0.0 0.0 0.0
H -1.086378 2.027482 7.287942 0.0 0.0 0.0
H 0.434120 0.102114 7.558581 0.0 0.0 0.0
H 2.027430 -0.478205 5.746488 0.0 0.0 0.0
```
Forces are in eV/Å.



Molecular formula: C17H20N7O4S4Ti
Method: DFT, the ωB97M-V functional and the def2-TZVPD basis

Summary:
HOMO (alpha / beta), eV: -13.37 / -13.36
Frontier orbital gap (alpha / beta), eV: 7.34 / 4.76
ΔE to the lowest compared entry with this formula, charge and spin, kJ/mol: 0.00
2S+1: 2
Charge: +2

The geometry in XYZ format:
```
53
Properties=species:S:1:pos:R:3:forces:R:3
Ti 0.375205 1.242866 -0.276464 2.3 -0.7 -0.7
C 5.473059 1.158404 1.738064 -0.1 0.0 -0.2
N 5.066908 1.260594 0.344015 0.1 0.1 0.2
C 6.023749 1.688421 -0.686937 -0.1 0.0 0.0
C 5.173509 1.699095 -1.972323 -0.1 -0.1 0.1
N 3.898177 1.154172 -1.495572 -0.1 0.0 0.0
C 3.881462 0.989007 -0.176942 0.1 0.0 -0.2
S 2.552931 0.415269 0.756585 -0.6 -0.1 0.1
H 5.813926 2.130857 2.091202 0.0 0.0 0.0
H 6.285579 0.438768 1.832483 0.0 0.0 0.0
H 4.630915 0.831894 2.339446 0.0 0.0 0.0
H 6.855482 0.986554 -0.736102 0.0 0.0 0.0
H 6.417723 2.671933 -0.435693 0.0 0.0 0.0
H 5.592145 1.067052 -2.751262 0.0 0.0 0.0
H 5.038521 2.703378 -2.369338 0.0 0.0 0.0
H 3.048414 1.119227 -2.038535 0.0 0.0 0.0
N -2.767087 -5.052248 3.787123 0.0 0.1 0.0
C -2.500883 -3.818640 3.317381 -0.1 -0.1 0.1
C -1.309506 -3.564734 2.608506 0.1 0.0 0.0
C -1.032242 -2.309706 2.133882 -0.2 0.0 0.1
C -1.948974 -1.274015 2.365962 -0.3 -0.7 0.1
C -3.148781 -1.507616 3.066388 0.2 0.0 0.0
C -3.418733 -2.764133 3.526098 -0.1 0.0 0.0
S -1.644263 0.284003 1.849930 0.3 0.8 -0.2
O -1.938411 1.291668 2.812888 -0.2 -0.1 -0.1
O -0.245508 0.318674 1.316805 -1.0 -0.4 1.1
N -2.690192 0.589602 0.543027 -0.1 0.0 0.7
C -2.550221 1.732289 -0.031993 0.5 0.1 0.1
S -3.902787 2.584789 -0.753400 -0.2 -0.3 0.0
C -2.911320 3.879036 -1.102122 0.8 0.3 0.0
C -1.573261 3.637356 -0.707560 -0.7 0.4 -0.3
N -1.373947 2.466774 -0.131184 -0.7 -0.5 0.1
H -2.089812 -5.790860 3.715126 0.0 0.0 0.0
H -3.578670 -5.226488 4.353274 0.0 0.0 0.0
H -0.597516 -4.366309 2.456879 0.0 0.0 0.0
H -0.109054 -2.121913 1.606554 0.0 0.0 0.0
H -3.844753 -0.701551 3.258696 0.0 0.0 0.0
H -4.336069 -2.954237 4.068287 0.0 0.0 0.0
H -3.286221 4.772475 -1.580062 0.1 0.0 0.1
H -0.745033 4.317234 -0.854347 0.0 0.0 -0.1
O 1.318695 2.637227 -0.858054 -0.2 0.2 -0.7
O 1.090749 1.605719 -1.868339 0.3 0.7 -0.2
S 0.143810 -1.216898 -1.252906 -0.3 0.4 0.1
C -1.180320 -0.928904 -2.264832 0.1 0.3 -0.2
N -1.912533 -1.968590 -2.752241 0.1 -0.2 0.0
C -2.941616 -1.817551 -3.613771 0.0 -0.1 0.0
C -3.265320 -0.569132 -4.040100 0.0 0.0 0.0
C -2.492601 0.478523 -3.519004 0.1 0.1 0.0
N -1.510367 0.325824 -2.650965 -0.3 -0.2 0.1
H -1.637743 -2.898750 -2.459322 0.0 0.0 0.0
H -3.452654 -2.719495 -3.919583 0.0 0.0 0.0
H -4.066427 -0.403932 -4.742872 0.0 0.0 0.0
H -2.678144 1.497040 -3.846782 0.0 0.0 0.1
```
Forces are in eV/Å.



Molecular formula: C3H7S
Method: DFT, the ωB97M-V functional and the def2-TZVPD basis

Summary:
HOMO, eV: -2.42
Frontier orbital gap, eV: 6.03
ΔE to the lowest compared entry with this formula, charge and spin, kJ/mol: 71.80
Charge: -1

The geometry in XYZ format:
```
11
Properties=species:S:1:pos:R:3:forces:R:3
S 2.531397 0.110091 -1.462865 -0.1 0.0 0.0
H 2.214350 -0.920277 -0.659926 0.0 0.0 0.0
C -2.929496 -0.591821 0.704141 0.3 0.6 0.5
C -1.873284 0.327774 1.315272 -0.6 -0.6 -0.9
C -0.577395 0.205497 1.076423 0.3 0.8 0.7
H -3.915496 -0.185670 0.924767 -0.2 -0.1 -0.2
H -2.791350 -0.673159 -0.370688 -0.1 -0.2 -0.1
H -2.873312 -1.574770 1.172314 0.0 -0.1 -0.2
H -2.272452 1.156463 1.894329 0.3 -0.2 0.3
H 0.076963 0.882152 1.625478 0.1 -0.1 -0.4
H -0.094400 -0.461960 0.373267 -0.2 -0.2 0.1
```
Forces are in eV/Å.